A molecular structure, C16H21Br3O15. Source: the Open Molecules 2025 dataset; level of theory: wB97M-V/def2-TZVPD.

Computed properties:
Gap between HOMO and LUMO = 7.8 eV
Energy above the lowest of the compared OMol25 structures with the same formula, charge and spin = 14.5756 eV
Molar mass = 693.041 g mol⁻¹
Strongest force on any atom = 12.689 eV Å⁻¹

Geometry (Å):
H 7.3119 14.2111 0.7967
H 7.4636 12.2759 0.4509
C 6.5214 11.4180 4.4314
O 6.2385 10.5942 0.8195
C 4.9666 10.8251 0.9897
C 4.2572 14.1735 1.4595
H 7.7094 16.1211 -2.7066
H 5.6664 17.0024 5.1746
H 8.8758 14.9290 0.6986
H 8.4343 12.6316 2.4566
H 4.2225 9.3950 3.7020
O 5.4433 12.2756 4.2110
C 6.8617 11.5399 -0.0821
Br 5.9101 13.9942 2.5828
C 5.6611 16.1254 -0.4506
C 7.3604 17.5191 -1.1096
C 7.8954 15.1574 3.5510
H 3.9369 11.5523 2.8392
H 4.7498 15.0981 3.9933
O 7.4269 15.8005 4.5086
O 3.8615 14.5919 8.0516
O 5.2327 16.0900 6.8191
C 5.8648 16.0348 5.6356
O 7.7224 11.7710 4.2714
C 5.2005 14.8583 4.9563
C 5.6405 12.0783 -0.8604
O 4.8417 15.6375 0.2865
H 4.4842 14.0423 0.4015
H 5.7346 13.1512 -1.0282
O 6.3354 15.5378 -1.4200
Br 2.8753 12.8274 1.8522
O 7.6611 15.5281 2.3234
C 6.8816 16.5950 -2.1791
C 8.1384 14.5641 1.4135
O 6.2107 17.3331 -0.2699
O 8.7206 14.2070 3.5508
C 4.3794 11.5239 3.8350
H 7.5530 18.5539 -1.3928
C 4.6214 10.0868 4.4438
C 4.4142 14.9910 6.9982
O 4.2883 10.3199 1.8243
H 8.2708 17.1065 -0.6748
H 5.6002 11.5078 -1.7883
H 4.0651 10.0676 5.3809
O 6.0121 10.1320 4.6379
O 4.2475 14.4306 5.8836
Br 3.2420 15.8457 1.7899
H 9.9367 13.4944 1.9188
H 3.5035 11.8884 4.3717
O 4.6482 11.7570 0.0090
H 7.4982 11.0052 -0.7870
H 5.9927 14.1104 4.9222
C 8.9303 13.5934 2.3257
H 6.1841 16.8977 -2.9602
H 6.9374 15.8444 5.5960

Cartesian forces (eV/Å) of the 6 atoms listed first:
0.421 -0.219 0.325
-0.365 -0.198 0.230
1.347 0.305 -1.558
2.894 -0.373 0.259
0.269 0.654 -1.913
-2.110 -2.342 2.385


2 unconnected molecules or ions with the total composition C16H21BrNO8P. Source: the Open Molecules 2025 dataset; level of theory: wB97M-V/def2-TZVPD.

Computed properties:
Gap between HOMO and LUMO = 9.5 eV
Molar mass = 466.221 g mol⁻¹
Strongest force on any atom = 5.196 eV Å⁻¹
SMILES string = O=C(O)Cc1cccc2c1C(=O)N(CCCBr)C2=O.COP(=O)(OC)OC

Geometry (Å):
C 0.8690 4.2590 0.9840
H -0.3348 5.5439 -0.1949
C -4.9168 2.2404 -0.3480
H 2.6982 -5.4795 3.8802
H 2.4866 -0.9458 0.3901
H 0.9283 5.0541 1.7235
C 4.6962 -6.4914 0.0952
H -4.8752 3.0017 0.4233
C -1.3725 0.8250 -0.4411
H -2.9877 -1.9465 0.4877
O 1.0017 1.1969 -0.7668
O 4.7159 -5.0627 0.1708
C -1.5293 -0.4978 -0.0973
N -0.5984 2.8317 -1.2363
H -0.6692 -1.1514 -0.0470
H -4.8815 -0.4358 0.3275
O -5.6287 3.9237 -1.8884
H 4.2306 -6.9223 0.9793
C -3.8964 -0.0463 0.1010
H 3.8158 -1.7654 -0.4422
C 0.5332 4.9014 -0.3503
H -5.8210 1.6314 -0.2912
C -0.1306 1.5908 -0.8068
O 2.2250 -5.0805 0.0146
H 5.7344 -6.8117 0.0403
C 2.4801 -4.7616 3.0918
Br 2.6296 3.4353 1.0209
H 1.3631 5.5611 -0.6107
C -4.9986 2.9147 -1.7045
O 3.5890 -4.7617 2.1966
C 0.2964 3.9461 -1.5219
C -2.4427 1.7010 -0.4999
H 1.5624 -5.0571 2.5818
H 1.2276 3.5829 -1.9500
O 2.7923 -2.8879 1.0039
C -3.7387 1.2897 -0.2481
O -4.3147 2.3377 -2.7138
P 3.3568 -4.3698 0.6491
C 2.8105 -1.8884 -0.0417
O -2.4862 4.1203 -0.7995
C -2.8183 -0.9205 0.1912
H 2.1258 -2.1717 -0.8421
H 0.1035 3.5750 1.3458
H -0.1783 4.5295 -2.3138
H 2.3550 -3.7759 3.5402
C -1.9202 3.0597 -0.8598
H 4.1723 -6.8146 -0.8012
H -4.2594 2.9935 -3.4218

Cartesian forces (eV/Å) of the 6 atoms listed first:
-0.140 0.694 0.194
-0.130 -0.145 -0.033
0.601 -1.142 -0.932
0.046 -0.018 -0.034
-0.021 -0.050 0.069
0.047 -0.053 0.059


A molecular structure, C16H21FN4O2S. Source: the Open Molecules 2025 dataset; level of theory: wB97M-V/def2-TZVPD.

Computed properties:
Gap between HOMO and LUMO = 8.6 eV
Energy above the lowest of the compared OMol25 structures with the same formula, charge and spin = 15.7240 eV
Molar mass = 352.435 g mol⁻¹
Strongest force on any atom = 14.618 eV Å⁻¹

Geometry (Å):
H 3.9689 6.1052 1.6238
H 1.8259 4.8724 0.6447
C 1.7721 -0.6354 -0.5613
H 3.1112 4.9079 4.1081
H 2.0519 5.8731 3.1727
C -2.0367 -4.0145 -0.6582
H 1.2720 -1.8304 -2.3946
H -0.5262 -3.0692 -2.7805
H -0.7743 0.5874 1.3792
H 0.6399 -0.2002 -2.4541
H -3.9405 -2.4379 -2.9055
H -1.2933 0.0812 -0.9019
C -1.2353 -0.7777 -0.4740
C 0.6758 -1.1499 -1.5921
S 0.8897 2.0259 -0.3518
H -1.9516 -1.4042 -2.8507
C 3.2136 5.6863 3.4788
O -0.5440 2.5038 0.2932
C 3.7878 5.3940 2.3679
H 3.5648 6.6608 3.8828
H 0.2396 -1.1360 1.4115
H -1.9696 -1.2500 -0.0083
N -0.4000 -1.7296 -1.0841
H 3.5253 1.0037 1.3285
H -2.7012 -5.5868 0.7970
C -1.4511 -2.1165 -2.3962
N 3.8949 2.8986 2.0345
C 3.1648 2.1185 1.3720
C -0.1279 -0.3317 0.7888
C -4.6681 -3.8965 -1.5305
C -2.9604 -4.9256 0.1044
C 2.4556 3.9397 1.1077
C -4.1750 -4.7789 -0.2871
C -3.7919 -3.0815 -1.7711
N 0.8866 0.3834 0.2549
O 1.2743 1.9540 -1.7210
H -1.0806 -3.9726 -0.2277
N 3.4559 4.1119 1.8093
H -5.7122 -3.8226 -1.5967
H 2.2936 -1.5114 -0.0335
H 2.5324 -0.2352 -0.9764
F -5.2664 -5.5296 0.3251
H 5.0381 5.2141 2.4748
C -2.4436 -3.2002 -1.5824
C 2.0772 2.7262 0.6590

Cartesian forces (eV/Å) of the 6 atoms listed first:
-1.040 1.177 -1.492
1.702 -1.846 1.632
-6.884 -2.810 2.493
0.243 -2.323 2.770
2.089 -0.028 0.983
0.069 -3.247 3.826


A molecular structure, C16H21FeN2O4. Source: the Open Molecules 2025 dataset; level of theory: wB97M-V/def2-TZVPD.

Computed properties:
Spin multiplicity = 5
Net charge = +1
<S²> = 6.071
Gap between HOMO and LUMO (spin up / spin down) = 6.0 / 6.2 eV
Energy above the lowest of the compared OMol25 structures with the same formula, charge and spin = 0.0000 eV
Molar mass = 361.199 g mol⁻¹
Strongest force on any atom = 9.007 eV Å⁻¹

Geometry (Å):
H 1.6918 -1.9369 3.7742
H -3.1425 -1.1533 0.1544
N -1.2496 -0.2316 0.0661
H -1.4687 0.3141 -3.0070
H 1.0221 2.8735 -4.3049
C -0.6787 -1.9210 1.6647
H -1.9860 1.4891 -0.9987
H -0.1968 -0.6137 -2.1553
H -3.2987 1.4169 1.7257
H 0.6711 -4.2809 3.1494
H 0.7564 -0.5169 3.2478
H -0.6426 -3.8393 4.2380
O 2.7904 -1.2732 -1.8374
C 2.9654 -0.3235 -2.4907
C 3.9732 1.3020 -4.4808
O 5.0490 0.9460 -4.7425
C -0.0445 2.4627 -1.1027
O -1.2512 -2.6796 0.8740
C -0.6273 -0.4241 1.3483
C -0.8817 1.3173 -1.2550
C -2.9601 0.3754 1.7457
C 3.6633 2.1140 -1.8557
H 1.3884 3.8844 -1.9842
H -0.1711 3.0740 -0.2137
H -1.5045 -0.0606 3.3728
C -0.4981 0.4188 -2.4534
C 0.6849 -1.5204 3.6812
H 0.6814 0.2745 -4.3101
C 1.0016 2.2457 -3.3663
O 4.2048 2.2910 -0.8232
C -2.7814 -0.1198 0.3125
C 0.8599 2.9174 -2.0633
N -0.1324 -2.3599 2.8240
H -3.2842 0.5219 -0.4380
H -1.1261 -1.1090 -0.4571
C -1.5483 0.3662 2.3517
C 0.6357 0.8758 -3.3907
H -1.0055 -4.2257 2.5217
C -0.2905 -3.7536 3.2018
H 0.4126 -0.0892 1.3435
Fe 2.8790 1.2834 -3.1982
H -3.6684 -0.2796 2.2794
H -1.1489 1.3978 2.3645
H 0.2566 -1.4500 4.6874

Cartesian forces (eV/Å) of the 6 atoms listed first:
-0.051 0.013 -0.043
-0.103 0.598 0.270
-1.768 0.108 -0.093
0.955 -0.219 -0.199
0.809 -0.841 1.006
-0.119 -1.076 -0.012


2 unconnected molecules or ions with the total composition C16H21I2O5P. Source: the Open Molecules 2025 dataset; level of theory: wB97M-V/def2-TZVPD.

Computed properties:
Gap between HOMO and LUMO = 8.6 eV
Molar mass = 578.121 g mol⁻¹
Strongest force on any atom = 2.789 eV Å⁻¹
SMILES string = C/C(I)=C(\I)C(=O)O[C@H](CCCCOC=O)[PH2]=O.c1ccccc1

Geometry (Å):
H 0.7095 2.4668 2.5594
H 1.0906 4.3712 1.4395
C -3.9492 0.4085 1.7930
O -0.0093 1.7868 -3.4496
O 0.1739 -1.6644 -0.6903
C 0.9134 1.0516 0.9393
H 0.8577 -5.9885 1.8354
C 2.6028 -4.4063 -0.5966
H 1.5096 1.2466 0.0343
I -3.3332 -0.7555 -1.0003
O -2.1715 3.5490 -1.4678
O -3.5589 2.1034 -2.3938
H 0.7054 -4.0320 0.3292
H -0.7734 2.3646 1.5140
H 1.5516 0.5591 1.6843
H -3.0482 0.1144 2.3456
C -3.6198 0.8536 0.3892
C -3.1133 2.5223 -1.4070
H -0.9970 4.6146 0.3403
C -0.8476 3.0796 -1.1599
C 3.8119 -6.3219 0.2139
C -3.4816 2.0898 -0.0194
H 2.5315 -3.5527 -1.2594
H 1.4441 3.4531 -2.5548
C 2.7813 -6.5957 1.1032
C 1.6624 -5.7739 1.1428
C 0.1458 -0.5035 -0.6198
C 0.3222 2.3617 1.5414
I -3.7662 3.6982 1.3843
C 1.5746 -4.6767 0.2959
H -0.5408 4.0838 -3.6168
H 1.7887 3.3781 0.1785
H 2.8503 -7.4501 1.7654
H 4.6863 -6.9604 0.1850
P 0.0808 3.1162 -2.7820
C 3.7203 -5.2298 -0.6390
H -4.5569 1.1259 2.3482
O -0.1394 0.1291 0.5679
H 0.2528 4.9726 -0.8567
C -0.1908 4.1647 -0.2549
H 0.3182 0.1206 -1.5223
C 0.8517 3.5744 0.7176
H 4.5212 -5.0200 -1.3375
H -0.8140 2.0789 -0.7146
H -4.5477 -0.5079 1.6947

Cartesian forces (eV/Å) of the 6 atoms listed first:
-0.451 -0.077 -0.067
0.052 -0.093 -0.328
-0.452 -0.933 -0.522
0.283 0.087 0.096
-0.062 -2.755 -0.177
-0.824 0.173 0.287


C16H21N3O2 in the gas phase. Source: the Open Molecules 2025 dataset; level of theory: wB97M-V/def2-TZVPD.

Computed properties:
Gap between HOMO and LUMO = 8.5 eV
Energy above the lowest of the compared OMol25 structures with the same formula, charge and spin = 3.7172 eV
Molar mass = 287.363 g mol⁻¹
Strongest force on any atom = 0.797 eV Å⁻¹
SMILES string = C=CCc1cc(OC)ccc1OCCCCn1cncn1

Geometry (Å):
C -0.3926 1.4972 0.2661
H -1.0010 -3.4416 2.8480
C -1.1854 -2.3849 2.9439
H 4.1106 0.5176 -1.0646
N 2.1245 -1.1652 -0.5745
C -1.9445 1.5034 -1.5736
H 2.0197 0.0311 1.0998
H 3.0116 2.6078 -1.4472
C -2.3288 0.0641 0.2953
H -2.2523 1.8723 -2.5388
H -4.0333 -1.8237 -0.9056
C -4.6114 -0.9077 -1.0668
H -1.8863 -2.0918 3.7092
C 2.7731 -0.3257 0.3952
C -0.7989 1.9811 -0.9723
C -0.7986 -0.0155 2.2595
H 4.0925 1.3596 0.4890
H -5.0554 -0.5884 -0.1178
C -2.7188 0.5290 -0.9522
H -1.5875 0.1997 2.9846
C 2.4689 1.8885 -0.8313
C 2.4958 -2.3693 -1.0425
H 3.5067 -0.9389 0.9247
O -3.8239 0.1068 -1.6375
C 3.4626 0.8760 -0.2605
H 0.1160 0.4752 2.5987
O 0.7376 1.9099 0.9331
H 0.1101 -1.8178 1.4116
H 3.3731 -2.8919 -0.7206
N 1.6301 -2.7999 -1.9302
C 1.7081 2.6689 0.2476
H -2.9024 -0.6860 0.8175
H 1.2535 3.5656 -0.1924
C -0.5816 -1.4954 2.1787
H 1.7491 1.3630 -1.4613
C -1.1796 0.5390 0.9093
H -0.1394 -1.8246 -2.6168
C 0.7223 -1.8059 -1.9828
N 0.9876 -0.8039 -1.1802
H -5.4056 -1.1049 -1.7855
H -0.2255 2.7336 -1.4894
H 2.3992 2.9935 1.0326

Cartesian forces (eV/Å) of the 6 atoms listed first:
-0.383 -0.125 0.150
0.076 -0.186 -0.072
-0.038 -0.199 0.091
0.063 -0.034 0.077
0.013 -0.741 -0.291
-0.169 -0.186 0.020